i:
A molecular structure, C17H21N3O4S. Source: OMol25; level of theory: ωB97M-V/def2-TZVPD.

Computed properties:
- E_HOMO: -8.45 eV
- Gap between HOMO and LUMO: 8.4 eV
- Multiplicity: 1

Atoms and positions in Å:
C 1.912 6.522 2.188
H 1.137 6.440 1.240
O 2.028 5.192 2.691
C 2.440 4.264 2.034
C 2.429 3.215 2.646
C 2.961 1.983 2.227
C 3.315 2.016 1.013
C 3.337 3.181 0.000
C 2.932 4.350 0.654
H 2.775 5.212 0.143
H 3.778 3.053 -0.927
O 3.975 0.908 -0.001
C 3.688 -0.279 0.577
C 2.525 -1.122 0.705
N 2.138 -2.111 0.074
N 0.832 -2.326 0.574
C 0.270 -1.235 1.144
S -1.184 -0.893 1.742
C -1.986 -2.630 1.174
H -1.217 -3.235 0.967
H -2.320 -2.827 2.176
C -3.100 -2.336 0.577
O -4.256 -2.451 0.952
N -2.983 -2.077 -0.718
C -1.661 -2.085 -1.889
H -0.990 -2.268 -1.017
C -1.995 -3.094 -2.629
C -2.947 -3.155 -3.657
C -4.311 -2.916 -2.624
C -4.268 -1.850 -1.676
H -5.009 -1.848 -1.164
H -4.090 -0.781 -2.357
H -5.180 -2.826 -3.401
H -4.568 -3.792 -2.222
H -3.131 -3.815 -4.256
H -2.808 -2.294 -4.188
H -0.917 -3.167 -3.394
H -1.929 -4.262 -1.882
H -1.654 -1.130 -2.145
O 1.586 -0.452 1.387
H 4.143 -0.469 1.803
H 4.581 -1.077 0.262
H 3.052 1.082 2.791
H 2.198 3.167 3.868
H 3.043 6.996 1.714
H 1.428 7.223 2.823

How is the electron density shared among the atoms? According to Löwdin, the charges in e are: C -0.05; H 0.14; O -0.04; C -0.50; C -0.04; C -0.05; C -0.10; C 0.08; C 0.04; H 0.05; H 0.08; O -0.06; C -0.28; C -0.48; N 0.13; N 0.01; C -0.63; S 1.09; C -0.20; H 0.05; H 0.10; C -0.74; O 0.07; N 0.06; C -0.10; H 0.10; C -0.34; C -0.11; C -0.15; C -0.10; H -0.01; H 0.20; H 0.14; H 0.06; H 0.02; H 0.09; H 0.21; H 0.24; H 0.08; O 0.00; H 0.19; H 0.17; H 0.11; H 0.21; H 0.17; H 0.05



ii:
A molecular structure, C17H21N3O4S. Source: OMol25; level of theory: ωB97M-V/def2-TZVPD.

Computed properties:
- E_HOMO: -8.12 eV
- Gap between HOMO and LUMO: 8.1 eV
- Multiplicity: 1

Atoms and positions in Å:
C 1.169 6.466 0.168
H 0.595 6.361 -0.763
H 0.244 6.499 0.894
H 1.793 7.310 0.271
O 1.732 5.401 0.602
C 1.228 4.276 0.440
O 0.176 4.155 0.293
S 2.157 2.921 0.676
C 1.058 1.597 0.314
N 0.956 0.646 1.361
C 0.137 -0.381 0.937
N -0.072 -1.094 2.125
C 0.845 -0.966 3.559
H 1.854 -0.629 2.933
C 1.046 -2.348 4.017
O 0.097 -2.983 4.358
C -0.836 -3.175 3.428
H -1.727 -3.602 3.689
C -1.334 -1.906 2.585
H -1.811 -1.918 1.741
H -1.763 -1.095 3.419
H -0.315 -3.782 2.366
H 1.786 -2.346 4.770
H 1.856 -3.035 3.160
H 0.188 -0.324 3.987
C -0.493 -0.707 -0.100
C -0.266 0.349 -0.931
C 0.434 1.377 -1.043
C 0.856 2.440 -1.930
N 0.988 3.109 -2.723
C -1.072 0.011 -2.493
H -2.182 0.179 -2.205
H -0.711 0.709 -3.200
C -0.644 -1.340 -2.761
C 0.759 -1.363 -3.468
H 0.716 -0.904 -4.610
H 0.837 -2.408 -3.735
H 1.715 -1.091 -2.890
C -1.705 -1.869 -3.932
H -1.362 -2.806 -4.424
H -2.538 -2.040 -3.336
H -1.538 -1.136 -4.868
O -0.551 -2.229 -1.782
C -1.064 -1.825 -0.437
H -0.979 -2.623 0.047
H -2.260 -1.882 -0.511

How is the electron density shared among the atoms? According to Löwdin, the charges in e are: C -0.11; H 0.12; H 0.14; H 0.09; O -0.03; C -1.09; O 0.17; S 1.15; C -0.37; N 0.14; C -0.28; N -0.03; C -0.01; H 0.17; C -0.45; O -0.03; C -0.18; H 0.09; C -0.06; H 0.02; H 0.17; H 0.20; H 0.11; H 0.21; H 0.07; C -0.21; C -0.04; C -0.15; C -0.24; N 0.22; C 0.00; H 0.16; H 0.09; C -0.68; C -0.03; H 0.14; H 0.05; H 0.11; C 0.00; H 0.07; H 0.04; H 0.13; O -0.03; C -0.09; H 0.06; H 0.20



Of the structures shown above, i is the least stable.